The following is a DFT calculation (ωB97M-V/def2-TZVPD) of the molecule C21H24N4O3S at a distorted geometry.

The value obtained for the LUMO energy is 0.452 eV. As for the SMILES: CCn1c(CNc2ccc(OC)cc2)nnc1SCC(=O)c1ccc(OC)cc1. For the orbital gap, the calculation gives 0.2922 hartree. Its spin multiplicity is 1. The total energy comes out at -1657.53315 hartree.

Each atom is followed by the atoms it is bonded to, with distances in Å.
Positions of all 53 atoms, in Å:
1 N 0.17 0.56 3.11  C46 1.305, N53 1.341
2 C -2.94 -2.47 2.42  H4 1.088, H13 1.086, H20 1.088, C25 1.526
3 O 1.31 -0.90 -0.42  C23 1.211
4 H -3.30 -1.95 3.31  C2 1.088
5 N -1.15 -0.84 2.06  C25 1.438, C39 1.363, C46 1.370
6 C -6.28 0.57 -2.98  H12 1.096, H22 1.089, H34 1.095, O43 1.404
7 C 3.74 -0.02 -1.46  H10 1.080, C27 1.395, C38 1.379
8 C -2.15 1.37 2.86  H21 1.094, N35 1.453, C46 1.493, H49 1.090
9 H 7.06 2.20 -2.61  C19 1.094
10 H 2.82 0.34 -1.89  C7 1.080
11 C 6.08 -0.95 -0.33  C30 1.374, H45 1.079, C50 1.400
12 H -6.30 -0.42 -2.51  C6 1.096
13 H -3.79 -2.94 1.93  C2 1.086
14 H -1.39 2.60 -0.77  C31 1.081
15 H -1.91 -2.03 0.57  C25 1.094
16 H 2.74 -2.05 2.04  C48 1.090
17 C -4.20 1.36 0.61  H24 1.080, C44 1.393, C51 1.385
18 O 7.38 0.32 -1.79  C19 1.409, C50 1.352
19 C 7.52 1.24 -2.85  H9 1.094, O18 1.409, H33 1.094, H36 1.089
20 H -2.24 -3.24 2.72  C2 1.088
21 H -1.92 1.97 3.74  C8 1.094
22 H -6.57 0.48 -4.02  C6 1.089
23 C 2.33 -1.36 0.03  O3 1.211, C27 1.473, C48 1.520
24 H -4.67 1.16 1.57  C17 1.080
25 C -2.28 -1.49 1.45  C2 1.526, N5 1.438, H15 1.094, H32 1.093
26 H 4.96 1.13 -2.77  C38 1.078
27 C 3.67 -0.93 -0.41  C7 1.395, C23 1.473, C30 1.398
28 C -4.37 1.35 -1.79  O43 1.369, C51 1.388, C52 1.395
29 H 2.80 -3.34 0.79  C48 1.089
30 C 4.87 -1.39 0.15  C11 1.374, C27 1.398, H47 1.078
31 C -2.38 2.17 -0.70  H14 1.081, C44 1.398, C52 1.376
32 H -2.98 -0.73 1.12  C25 1.093
33 H 7.08 0.85 -3.77  C19 1.094
34 H -6.99 1.23 -2.46  C6 1.095
35 N -2.22 2.25 1.71  C8 1.453, H37 1.013, C44 1.391
36 H 8.59 1.37 -2.98  C19 1.089
37 H -1.31 2.65 1.50  N35 1.013
38 C 4.95 0.43 -1.95  C7 1.379, H26 1.078, C50 1.394
39 C 0.12 -1.34 2.14  N5 1.363, S41 1.737, N53 1.306
40 H -5.90 0.65 -0.45  C51 1.079
41 S 0.58 -2.88 1.48  C39 1.737, C48 1.815
42 H -2.67 2.12 -2.82  C52 1.078
43 O -4.98 1.11 -2.99  C6 1.404, C28 1.369
44 C -2.92 1.90 0.56  C17 1.393, C31 1.398, N35 1.391
45 H 7.00 -1.29 0.10  C11 1.079
46 C -1.06 0.36 2.71  N1 1.305, N5 1.370, C8 1.493
47 H 4.86 -2.09 0.97  C30 1.078
48 C 2.30 -2.43 1.11  H16 1.090, C23 1.520, H29 1.089, S41 1.815
49 H -3.11 0.87 3.00  C8 1.090
50 C 6.14 -0.04 -1.39  C11 1.400, O18 1.352, C38 1.394
51 C -4.92 1.08 -0.54  C17 1.385, C28 1.388, H40 1.079
52 C -3.09 1.91 -1.85  C28 1.395, C31 1.376, H42 1.078
53 N 0.91 -0.51 2.76  N1 1.341, C39 1.306

Atom charges from the Mulliken analysis, given in e for atoms 1 to 2: atom 1 (N): -0.8559, atom 2 (C): -1.1152

The following is a DFT calculation (ωB97M-V/def2-TZVPD) of the molecule C3H5ClS2 at a distorted geometry.

The value obtained for the LUMO energy is 0.628 eV. As for the SMILES: S[C@@H]1C(Cl)[C@H]1S. For the orbital gap, the calculation gives 0.3659 hartree. Its spin multiplicity is 1. The total energy comes out at -1373.81353 hartree.

Each atom is followed by the atoms it is bonded to, with distances in Å.
Positions of all 11 atoms, in Å:
1 S -1.40 1.72 0.22  H3 1.372, C5 1.748
2 H 0.43 -0.32 1.75  C8 1.198
3 H -2.31 1.48 -0.78  S1 1.372
4 H 2.74 0.41 1.04  S9 1.324
5 C -0.26 0.54 -0.37  S1 1.748, H6 1.104, C8 1.541, C10 1.495
6 H 0.31 0.96 -1.22  C5 1.104
7 Cl -2.00 -1.66 0.20  C10 1.823
8 C 0.64 -0.28 0.57  H2 1.198, C5 1.541, S9 1.799, C10 1.490
9 S 2.36 -0.36 0.04  H4 1.324, C8 1.799
10 C -0.39 -0.94 -0.27  C5 1.495, Cl7 1.823, C8 1.490, H11 1.124
11 H -0.12 -1.55 -1.18  C10 1.124

Atom charges from the Mulliken analysis, given in e for atoms 1 to 2: atom 1 (S): -0.2105, atom 2 (H): 0.3418

The following is a DFT calculation (ωB97M-V/def2-TZVPD) of the molecule C17H29N5O7.

The value obtained for the LUMO energy is 0.504 eV. As for the SMILES: COCCOCC(=O)NC[C@@]1(OC)CCN(C(=O)CCCn2c(O)nnc2O)C1. For the orbital gap, the calculation gives 0.3288 hartree. Its spin multiplicity is 1. The total energy comes out at -1465.66342 hartree.

Each atom is followed by the atoms it is bonded to, with distances in Å.
Positions of all 58 atoms, in Å:
1 C -0.17 -3.60 4.20  H22 1.098, O32 1.417, C33 1.505, H53 1.096
2 H 1.38 3.93 4.07  O55 0.966
3 H 3.71 -5.52 -0.10  C31 1.094
4 O 6.53 0.35 2.90  C47 1.220
5 H 1.54 0.05 2.68  C42 1.091
6 H 4.15 -6.75 1.10  C31 1.088
7 O 2.69 -0.31 0.40  C43 1.216
8 C 0.20 -4.08 6.48  H10 1.095, H16 1.094, H25 1.087, O32 1.415
9 H 2.30 -3.08 1.80  N28 1.009
10 H 1.00 -4.79 6.24  C8 1.095
11 C 1.51 2.20 4.75  N13 1.289, N23 1.363, O55 1.341
12 H 4.42 -1.86 0.24  C37 1.091
13 N 0.33 1.79 4.43  C11 1.289, N36 1.404
14 C 4.83 -3.55 1.54  C15 1.527, C18 1.536, C37 1.532, O40 1.419
15 C 4.86 -2.85 2.89  C14 1.527, H21 1.095, N29 1.448, H44 1.087
16 H -0.75 -4.62 6.57  C8 1.094
17 H 6.86 -4.25 1.63  C18 1.092
18 C 6.30 -3.46 1.12  C14 1.536, H17 1.092, C20 1.536, H45 1.090
19 H 3.87 -3.40 -0.39  C37 1.092
20 C 6.74 -2.07 1.60  C18 1.536, N29 1.463, H41 1.091, H56 1.090
21 H 5.24 -3.56 3.63  C15 1.095
22 H 0.61 -4.32 3.92  C1 1.098
23 N 2.25 1.24 5.39  C11 1.363, C26 1.370, C52 1.457
24 H 4.68 -1.02 5.01  C35 1.095
25 H 0.42 -3.58 7.42  C8 1.087
26 C 1.38 0.18 5.44  N23 1.370, N36 1.294, O46 1.330
27 H 5.42 -5.82 0.28  C31 1.094
28 N 2.65 -2.48 1.07  H9 1.009, C37 1.447, C43 1.359
29 N 5.78 -1.75 2.66  C15 1.448, C20 1.463, C47 1.357
30 C 4.67 1.13 4.80  C35 1.519, H49 1.091, C52 1.523, H54 1.091
31 C 4.42 -5.77 0.70  H3 1.094, H6 1.088, H27 1.094, O40 1.414
32 O 0.10 -3.07 5.49  C1 1.417, C8 1.415
33 C -0.22 -2.47 3.21  C1 1.505, H38 1.095, O39 1.416, H51 1.097
34 H 0.26 -0.63 1.70  C42 1.093
35 C 4.62 -0.27 4.21  H24 1.095, C30 1.519, C47 1.519, H58 1.095
36 N 0.24 0.46 4.89  N13 1.404, C26 1.294
37 C 3.95 -2.81 0.52  H12 1.091, C14 1.532, H19 1.092, N28 1.447
38 H -0.93 -1.71 3.54  C33 1.095
39 O 1.08 -1.91 3.13  C33 1.416, C42 1.415
40 O 4.34 -4.86 1.79  C14 1.419, C31 1.414
41 H 6.67 -1.31 0.82  C20 1.091
42 C 1.21 -0.86 2.18  H5 1.091, H34 1.093, O39 1.415, C43 1.520
43 C 2.25 -1.19 1.12  O7 1.216, N28 1.359, C42 1.520
44 H 3.88 -2.50 3.22  C15 1.087
45 H 6.45 -3.58 0.04  C18 1.090
46 O 1.78 -0.96 5.99  C26 1.330, H50 0.985
47 C 5.73 -0.51 3.20  O4 1.220, N29 1.357, C35 1.519
48 H 3.72 0.60 6.67  C52 1.090
49 H 4.54 1.87 4.01  C30 1.091
50 H 1.14 -1.67 5.73  O46 0.985
51 H -0.54 -2.86 2.23  C33 1.097
52 C 3.62 1.34 5.88  N23 1.457, C30 1.523, H48 1.090, H57 1.090
53 H -1.14 -4.12 4.21  C1 1.096
54 H 5.65 1.32 5.23  C30 1.091
55 O 2.05 3.41 4.52  H2 0.966, C11 1.341
56 H 7.76 -2.06 1.97  C20 1.090
57 H 3.73 2.33 6.33  C52 1.090
58 H 3.65 -0.44 3.72  C35 1.095

Atom charges from the Mulliken analysis, given in e for atoms 1 to 2: atom 1 (C): -0.6620, atom 2 (H): 0.3830

The following is a DFT calculation (ωB97M-V/def2-TZVPD) of the molecule C3H4N2O at a distorted geometry.

The value obtained for the LUMO energy is 0.841 eV. As for the SMILES: [H]/N=C/OCC#N. For the orbital gap, the calculation gives 0.4322 hartree. Its spin multiplicity is 1. The total energy comes out at -301.42481 hartree.

Each atom is followed by the atoms it is bonded to, with distances in Å.
Positions of all 10 atoms, in Å:
1 N 2.28 0.30 -1.49  C7 1.156
2 N -0.73 -1.27 0.09  C5 1.258, H10 1.001
3 C 0.68 0.65 0.56  H6 1.103, C7 1.470, O8 1.463, H9 1.079
4 H -2.31 -0.06 -0.66  C5 1.098
5 C -1.32 -0.20 -0.21  N2 1.258, H4 1.098, O8 1.348
6 H 0.79 -0.21 1.23  C3 1.103
7 C 1.59 0.44 -0.58  N1 1.156, C3 1.470
8 O -0.66 0.94 0.05  C3 1.463, C5 1.348
9 H 0.92 1.56 1.10  C3 1.079
10 H -1.22 -2.13 -0.09  N2 1.001

Atom charges from the Mulliken analysis, given in e for atoms 1 to 2: atom 1 (N): -0.3750, atom 2 (N): -0.5861

The following is a DFT calculation (ωB97M-V/def2-TZVPD) of a 6-piece molecular cluster, C31H47N5O4 overall at a distorted geometry.

The value obtained for the LUMO energy is -0.423 eV. As for the SMILES: C=CC1=CC(=O)C(OC[C@H](C)O)=CC1=O.CCCC#N.CCCC#N.CCCC#N.CCCC#N.CCCC#N. For the orbital gap, the calculation gives 0.3102 hartree. Its spin multiplicity is 1. The total energy comes out at -1784.02267 hartree.

Each atom is followed by the atoms it is bonded to, with distances in Å.
Positions of all 87 atoms, in Å:
1 H -4.33 2.41 3.36  C21 1.091
2 O 0.24 0.30 -3.78  C17 1.427, C55 1.357
3 C -1.05 0.91 -1.73  O16 1.412, C17 1.551, H42 1.091, C62 1.527
4 C 2.61 7.55 -2.30  H43 1.091, C69 1.533, C76 1.523, H77 1.091
5 H -7.85 -3.19 2.27  C48 1.090
6 N -5.14 -3.03 0.45  C46 1.148
7 C -2.16 -3.60 1.07  C9 1.535, H41 1.089, C47 1.524, H81 1.091
8 O 1.18 2.97 -4.29  C71 1.209
9 C -0.64 -3.83 0.93  C7 1.535, H32 1.092, H45 1.092, C50 1.461
10 H 6.33 0.87 -0.27  C64 1.080
11 H -4.42 1.78 0.98  C85 1.090
12 H -0.83 2.24 -3.15  O16 0.966
13 H -2.98 1.44 -0.94  C62 1.089
14 H -8.53 -5.91 1.00  C35 1.092
15 H 0.29 -0.77 -2.00  C17 1.093
16 O -0.73 2.21 -2.19  C3 1.412, H12 0.966
17 C -0.42 -0.20 -2.61  O2 1.427, C3 1.551, H15 1.093, H38 1.090
18 H -5.99 2.12 2.89  C21 1.091
19 N 2.89 5.60 0.56  C56 1.148
20 H -5.38 1.12 5.12  C87 1.091
21 C -5.03 1.63 3.04  H1 1.091, H18 1.091, C85 1.523, C87 1.532
22 H 4.33 6.22 -2.28  C76 1.091
23 C 8.03 -1.81 0.40  H53 1.092, H70 1.092, C78 1.532, C82 1.462
24 H -5.25 0.27 1.36  C85 1.091
25 C -6.51 -5.22 0.82  C35 1.533, H40 1.092, C46 1.463, H58 1.091
26 N 6.95 -0.12 2.06  C82 1.148
27 H 2.67 3.59 -2.10  C61 1.084
28 H 2.47 -1.16 -3.39  C30 1.082
29 H 5.58 2.96 -1.45  C74 1.085
30 C 2.56 -0.08 -3.39  H28 1.082, C55 1.326, C86 1.491
31 H 6.33 -3.13 0.38  C78 1.091
32 H -0.24 -4.30 1.83  C9 1.092
33 H 7.79 -3.82 -0.28  C78 1.091
34 N 0.62 -1.59 0.48  C50 1.148
35 C -8.00 -4.95 0.99  H14 1.092, C25 1.533, C48 1.523, H75 1.091
36 H 4.54 0.44 -0.15  C64 1.086
37 H -2.06 -1.79 2.27  C47 1.092
38 H -1.18 -0.90 -2.94  C17 1.090
39 H -3.57 -2.69 2.43  C47 1.088
40 H -6.12 -5.74 1.70  C25 1.092
41 H -2.54 -3.09 0.19  C7 1.089
42 H -0.64 0.81 -0.72  C3 1.091
43 H 1.90 6.77 -2.59  C4 1.091
44 H 7.29 -4.87 1.90  C49 1.090
45 H -0.44 -4.50 0.10  C9 1.092
46 C -5.74 -4.00 0.62  N6 1.148, C25 1.463
47 C -2.49 -2.79 2.32  C7 1.524, H37 1.092, H39 1.088, H68 1.093
48 C -8.31 -4.18 2.27  H5 1.090, C35 1.523, H52 1.092, H59 1.090
49 C 7.71 -3.86 1.87  H44 1.090, H60 1.092, H67 1.091, C78 1.523
50 C 0.07 -2.58 0.69  C9 1.461, N34 1.148
51 C -6.22 -0.36 3.92  N66 1.148, C87 1.462
52 H -7.94 -4.72 3.15  C48 1.092
53 H 9.11 -1.86 0.57  C23 1.092
54 H 3.22 8.56 -0.47  C69 1.092
55 C 1.52 0.72 -3.57  O2 1.357, C30 1.326, C71 1.510
56 C 2.73 6.58 -0.02  N19 1.148, C69 1.462
57 H -2.76 -0.31 -1.28  C62 1.092
58 H -6.33 -5.88 -0.04  C25 1.091
59 H -9.38 -4.05 2.39  C48 1.090
60 H 8.78 -3.94 2.03  C49 1.092
61 C 2.82 2.64 -2.60  H27 1.084, C71 1.491, C83 1.334
62 C -2.56 0.71 -1.63  C3 1.527, H13 1.089, H57 1.092, H65 1.093
63 H -4.21 0.08 4.32  C87 1.092
64 C 5.32 1.07 -0.58  H10 1.080, H36 1.086, C74 1.333
65 H -3.01 0.86 -2.61  C62 1.093
66 N -7.08 -1.09 3.71  C51 1.148
67 H 7.27 -3.29 2.69  C49 1.091
68 H -2.10 -3.29 3.22  C47 1.093
69 C 2.50 7.80 -0.79  C4 1.533, H54 1.092, C56 1.462, H73 1.091
70 H 7.89 -1.42 -0.61  C23 1.092
71 C 1.77 2.21 -3.56  O8 1.209, C55 1.510, C61 1.491
72 O 4.90 0.11 -3.65  C86 1.208
73 H 1.51 8.18 -0.53  C69 1.091
74 C 5.01 2.04 -1.44  H29 1.085, C64 1.333, C83 1.483
75 H -8.37 -4.39 0.13  C35 1.091
76 C 4.02 7.17 -2.73  C4 1.523, H22 1.091, H79 1.092, H84 1.090
77 H 2.30 8.46 -2.81  C4 1.091
78 C 7.40 -3.20 0.53  C23 1.532, H31 1.091, H33 1.091, C49 1.523
79 H 4.74 7.93 -2.44  C76 1.092
80 H -3.58 0.52 1.88  C85 1.092
81 H -2.65 -4.57 1.11  C7 1.091
82 C 7.45 -0.85 1.34  C23 1.462, N26 1.148
83 C 3.86 1.84 -2.36  C61 1.334, C74 1.483, C86 1.521
84 H 4.07 7.05 -3.81  C76 1.090
85 C -4.55 1.01 1.74  H11 1.090, C21 1.523, H24 1.091, H80 1.092
86 C 3.89 0.56 -3.17  C30 1.491, O72 1.208, C83 1.521
87 C -5.15 0.61 4.18  H20 1.091, C21 1.532, C51 1.462, H63 1.092

Atom charges from the Mulliken analysis, given in e for atoms 1 to 2: atom 1 (H): 0.3442, atom 2 (O): -0.5078

The following is a DFT calculation (ωB97M-V/def2-TZVPD) of a 2-piece molecular cluster, CH4N5 overall at a distorted geometry.

The value obtained for the LUMO energy is -3.824 eV. For the orbital gap, the calculation gives 0.4455 hartree. Its spin multiplicity is 1. The total energy comes out at -313.94886 hartree. As for the total charge: +1.

Each atom is followed by the atoms it is bonded to, with distances in Å.
Positions of all 10 atoms, in Å:
1 H 0.10 1.82 -0.12  N6 1.052
2 H -1.71 1.51 0.15  N6 1.136
3 N -3.84 -0.57 0.27  N5 1.090
4 N -0.97 0.33 -1.51  N6 1.513, C8 1.251
5 N -2.85 -0.12 0.28  N3 1.090
6 N -0.71 1.17 -0.28  H1 1.052, H2 1.136, N4 1.513, C8 1.492
7 H 0.67 -0.98 0.85  N10 0.980
8 C -0.42 -0.26 -0.55  N4 1.251, N6 1.492, N10 1.293
9 H 0.20 -2.21 -0.37  N10 1.060
10 N 0.26 -1.22 0.00  H7 0.980, C8 1.293, H9 1.060

Atom charges from the Mulliken analysis, given in e for atoms 1 to 2: atom 1 (H): 0.2763, atom 2 (H): 0.3873